105
Properties=species:S:1:pos:R:3 method="wB97M-V/def2-TZVPD" multiplicity=2 orbital_gap_ev="4.0 / 4.3" total_charge=+2 homo_energy_ev="-12.91 / -12.91" mol_weight_g_mol=1149.9 total_energy_ha=-4293.2337 lumo_ev="-8.9 / -8.6" s2=0.768
Re -1.8755 -0.8191 0.6641
C -0.4200 0.9597 -5.3158
N -1.0095 0.3003 -4.1735
C -1.5669 0.8050 -3.0673
N -2.0489 -0.1684 -2.3225
C -1.7797 -1.2854 -3.0383
N -1.1494 -1.0277 -4.1519
C 0.7991 1.7967 -4.9980
C 1.9904 1.5760 -5.6838
C 3.1080 2.3613 -5.4418
C 3.0775 3.3608 -4.4873
C 1.8942 3.5820 -3.7845
C 0.7599 2.8171 -4.0627
C 1.8118 4.5757 -2.7405
N 2.6968 5.4488 -2.3474
N 2.1912 6.1164 -1.3278
C 0.9988 5.6520 -1.0926
O 0.7025 4.6566 -1.9657
C 0.0510 6.0008 -0.0603
C 0.3153 6.9859 0.8903
C -0.6204 7.2335 1.8785
C -1.8096 6.5200 1.9297
C -2.0861 5.5532 0.9713
C -3.3790 4.7660 0.9849
N -3.1244 3.3664 1.2394
C -2.7631 2.3977 0.3977
N -2.5823 1.2699 1.0783
C -2.8706 1.6217 2.3620
N -3.1870 2.8783 2.4722
C -1.1506 5.2958 -0.0155
H -1.1897 1.5808 -5.7910
H -0.1485 0.1575 -6.0045
H -1.6141 1.8442 -2.8216
H -2.0626 -2.2715 -2.7309
H 2.0418 0.7935 -6.4239
H 4.0123 2.1826 -6.0007
H 3.9427 3.9681 -4.2753
H -0.1498 3.0589 -3.5399
H 1.2404 7.5371 0.8408
H -0.4220 7.9844 2.6255
H -2.5224 6.7231 2.7131
H -3.8949 4.8543 0.0257
H -4.0333 5.1207 1.7821
H -2.6575 2.4947 -0.6625
H -2.8712 0.9507 3.1982
H -1.3407 4.5481 -0.7702
Cl -3.9351 -1.0057 -0.6536
C -4.9319 -1.5477 0.6915
Cl -3.8641 -1.4224 2.0851
H -5.2131 -2.5891 0.5329
H -5.7953 -0.8939 0.8182
O -2.7818 -3.5712 -0.6155
C -2.0705 -3.8078 0.3456
O -1.4411 -2.9074 1.0193
C -1.9098 -5.1950 0.8910
C -2.3046 -6.2918 0.1333
C -2.2164 -7.5610 0.6867
C -1.7689 -7.7654 1.9846
C -1.3842 -6.6551 2.7215
C -1.4416 -5.3782 2.1847
N -0.9243 -6.8070 4.0979
O -0.5080 -5.8017 4.6318
O -0.9985 -7.8982 4.5931
N -2.6206 -8.7191 -0.1230
O -2.5045 -9.8021 0.3857
O -3.0328 -8.4815 -1.2301
H -2.6755 -6.1649 -0.8744
H -1.7278 -8.7605 2.4083
H -1.1328 -4.5340 2.7824
N 7.2622 -2.9487 -1.9882
C 6.1406 -2.7198 -1.9655
C 4.7647 -2.4054 -1.8729
C 4.2687 -1.2372 -2.4603
C 2.9502 -0.8791 -2.2804
C 2.1017 -1.6768 -1.4968
C 2.5954 -2.8844 -0.9654
C 3.9115 -3.2409 -1.1430
C 0.8159 -1.2666 -1.0837
C -0.2358 -0.9436 -0.5415
H 4.9309 -0.6100 -3.0375
H 2.5715 0.0307 -2.7215
H 1.9280 -3.5186 -0.4022
H 4.2952 -4.1503 -0.7079
C 1.7796 1.7908 3.6361
N 2.1337 1.3920 2.2816
C 3.0400 0.2521 2.3092
N 2.4479 -0.8551 3.0349
C 2.1110 -0.4384 4.3852
N 1.1903 0.6835 4.3616
C -0.1242 0.3268 3.9155
P -0.0512 -0.2676 2.1343
C 0.9848 1.1582 1.4622
C 1.3586 -1.4801 2.3513
H 1.0729 2.6235 3.6002
H 2.6821 2.1179 4.1577
H 3.9725 0.5429 2.8003
H 3.2623 -0.0596 1.2866
H 3.0292 -0.1356 4.8941
H 1.6565 -1.2713 4.9239
H -0.7802 1.1988 3.9942
H -0.5127 -0.4792 4.5464
H 0.3692 2.0644 1.4214
H 1.2888 0.8893 0.4436
H 1.6652 -1.8178 1.3569
H 1.0023 -2.3478 2.9170